192
Properties=species:S:1:pos:R:3:forces:R:3:lowdin_charge:R:1 method="wB97M-V/def2-TZVPD" e_homo_ev=-8.741 orbital_gap_ev=8.844 e_lumo_ha=0.0038 relative_energy_kj_mol=149.18
C 4.708 -0.918 0.672 1.0 -0.9 -0.1 0.036
C 3.735 -1.133 -0.434 -1.5 0.7 -0.2 -0.494
O 3.401 -0.152 -1.109 0.2 0.1 -0.6 -0.043
N 3.078 -2.284 -0.657 1.2 -0.3 1.4 0.073
C 3.227 -3.530 0.115 -0.6 0.1 -0.9 -0.036
H 5.139 -1.872 0.973 0.1 0.2 0.4 0.081
H 4.306 -0.381 1.531 -0.4 -0.2 -0.1 0.076
H 5.515 -0.290 0.294 0.0 0.0 -0.1 0.094
H 2.383 -2.266 -1.389 0.0 0.0 -0.1 0.112
H 2.204 -3.858 0.298 0.1 -0.4 0.2 0.064
H 3.742 -3.437 1.071 -0.1 0.4 -0.3 0.072
H 3.737 -4.256 -0.518 0.0 -0.2 0.2 0.086
C -0.443 5.405 -1.543 0.5 -0.3 -0.4 0.003
C -0.329 6.410 -0.431 -0.1 2.3 -1.8 -0.570
O -0.139 7.618 -0.657 0.0 -1.1 0.1 0.007
N -0.417 5.918 0.776 0.7 -1.4 1.5 0.009
C -0.217 6.681 1.984 -1.3 -0.1 0.1 -0.055
H -0.677 4.390 -1.221 -0.3 0.1 0.2 0.057
H 0.564 5.337 -1.954 0.1 0.1 -0.2 0.074
H -1.094 5.732 -2.354 -0.1 0.1 0.2 0.092
H -0.827 4.997 0.841 0.0 0.0 0.3 0.077
H -1.234 6.918 2.296 0.1 0.8 0.4 0.073
H 0.369 7.584 1.816 -0.1 -0.2 -0.1 0.092
H 0.150 6.060 2.802 0.5 -0.1 -0.2 0.074
C 0.027 -0.956 -1.802 1.3 -1.2 -0.7 0.004
C -0.255 -0.047 -0.686 -1.7 1.2 -0.5 -0.528
O -1.431 0.197 -0.410 0.0 0.1 0.7 -0.005
N 0.803 0.564 -0.153 0.4 1.0 1.4 0.084
C 0.822 1.630 0.889 -0.1 0.0 0.1 -0.015
H -0.682 -1.021 -2.626 -0.2 0.6 0.3 0.092
H 0.074 -1.980 -1.432 0.1 -0.2 0.2 0.073
H 1.015 -0.689 -2.177 0.0 -0.3 -0.4 0.056
H 1.692 0.290 -0.546 0.2 0.3 0.1 0.067
H 1.172 1.318 1.874 0.1 -0.7 0.0 0.052
H -0.127 2.116 1.113 -0.4 -0.4 -0.7 0.059
H 1.498 2.454 0.663 0.2 -0.2 -0.6 0.072
C 3.062 5.220 1.360 0.0 0.3 0.7 0.021
C 3.448 4.738 2.749 -1.3 -1.6 -0.7 -0.527
O 2.977 3.642 3.071 0.3 0.1 0.7 -0.019
N 4.207 5.475 3.571 0.8 0.4 0.1 0.020
C 4.602 5.151 4.942 -0.9 0.4 0.1 -0.060
H 3.074 6.308 1.294 0.3 0.0 -0.5 0.091
H 2.031 4.900 1.206 0.0 0.1 0.1 0.066
H 3.631 4.685 0.600 0.2 0.6 0.0 0.043
H 4.719 6.244 3.164 -0.3 0.0 0.0 0.139
H 5.670 4.948 5.018 -0.1 -0.1 0.1 0.085
H 3.982 4.379 5.399 0.2 -0.5 -0.7 0.072
H 4.297 6.000 5.555 0.6 0.3 0.1 0.081
C -1.595 2.370 -3.393 -0.9 0.5 -0.6 0.029
C -1.091 1.452 -4.492 1.1 0.2 0.8 -0.531
O 0.098 1.161 -4.498 1.4 -0.3 0.3 -0.001
N -1.828 1.011 -5.502 -2.2 0.7 -0.1 0.053
C -3.290 0.868 -5.461 0.0 -1.2 -0.2 -0.044
H -2.398 2.979 -3.809 -0.2 0.1 0.2 0.079
H -0.826 3.076 -3.081 0.2 -0.4 -0.2 0.052
H -1.983 1.901 -2.488 0.1 -0.4 -0.2 0.073
H -1.321 0.462 -6.181 0.0 -0.1 -0.2 0.101
H -3.841 1.534 -4.796 0.6 0.2 0.0 0.083
H -3.497 -0.149 -5.128 -0.2 -0.1 0.4 0.071
H -3.769 0.885 -6.440 0.4 0.6 -0.2 0.074
C 3.332 -4.700 4.340 -1.1 1.1 -0.2 0.022
C 2.103 -3.859 3.727 1.2 -1.5 1.4 -0.504
O 0.985 -4.359 3.675 0.5 0.0 -0.2 0.015
N 2.374 -2.608 3.364 -0.8 1.7 -0.8 0.043
C 1.338 -1.695 2.759 1.0 -0.7 0.3 -0.021
H 3.087 -4.910 5.381 -0.3 -0.3 -0.1 0.073
H 4.289 -4.185 4.419 -0.1 0.4 -0.5 0.061
H 3.465 -5.625 3.779 -0.2 0.1 0.1 0.073
H 3.224 -2.177 3.698 0.3 -0.2 -0.1 0.080
H 0.918 -2.152 1.863 -0.2 -0.2 0.2 0.072
H 1.831 -0.786 2.411 0.2 0.0 0.2 0.055
H 0.552 -1.424 3.463 0.0 -0.2 0.0 0.083
C 4.671 1.139 3.966 0.1 -0.9 1.1 0.004
C 4.281 -0.136 4.735 0.6 -0.2 -0.2 -0.529
O 4.963 -1.152 4.604 -0.3 -0.2 0.0 -0.005
N 3.169 -0.162 5.520 0.2 -0.4 0.2 0.012
C 2.188 0.880 5.630 0.4 1.2 -0.2 -0.074
H 5.671 0.996 3.558 -0.3 -0.5 -0.4 0.086
H 4.845 1.957 4.666 -0.8 0.3 -0.2 0.074
H 3.898 1.309 3.217 0.2 0.7 0.1 0.061
H 2.952 -1.035 5.979 0.4 -0.1 -0.2 0.141
H 1.510 0.777 6.478 0.0 -0.5 -0.3 0.096
H 1.672 0.995 4.677 -0.4 0.2 0.2 0.066
H 2.710 1.814 5.838 -0.1 0.2 -0.2 0.082
C 2.243 2.845 -2.930 2.1 -0.3 0.6 0.015
C 3.385 3.385 -2.000 -0.6 1.9 0.5 -0.482
O 3.626 4.612 -1.960 -0.4 -1.8 -0.3 -0.015
N 4.069 2.524 -1.186 0.5 0.8 -1.1 0.026
C 5.188 3.001 -0.363 -0.8 -0.4 0.8 -0.071
H 2.789 2.698 -3.861 -0.3 0.3 -0.4 0.067
H 1.438 3.568 -3.065 0.3 -0.2 0.2 0.061
H 1.918 1.834 -2.687 -0.3 0.2 0.3 0.051
H 3.929 1.527 -1.265 -0.1 -0.1 0.1 0.060
H 4.825 2.876 0.658 0.3 0.3 0.4 0.062
H 5.419 4.056 -0.513 -0.2 -0.2 -0.4 0.083
H 6.103 2.410 -0.396 -0.1 -0.2 -0.7 0.076
C -4.457 3.828 1.577 0.3 -1.0 -0.8 0.037
C -3.257 3.179 0.879 -1.3 -0.6 0.1 -0.515
O -2.172 3.717 0.958 2.1 0.9 0.7 -0.019
N -3.373 2.036 0.193 -1.1 0.7 -0.8 0.046
C -4.627 1.419 -0.222 0.0 -0.9 1.5 -0.047
H -4.111 4.551 2.316 -0.1 -0.1 -0.3 0.059
H -5.064 3.056 2.050 -0.2 0.1 0.0 0.073
H -5.017 4.304 0.773 -0.3 0.2 0.2 0.091
H -2.536 1.596 -0.163 0.4 0.1 0.1 0.069
H -4.897 0.817 0.646 -0.8 -0.2 0.0 0.067
H -4.495 0.691 -1.022 0.3 0.5 -0.2 0.077
H -5.444 2.107 -0.438 0.3 0.1 -0.1 0.089
C 0.065 -5.473 -2.369 0.1 -0.2 -1.1 -0.008
C -0.748 -6.714 -2.599 -1.1 0.8 2.2 -0.559
O -1.788 -6.854 -1.949 0.2 -0.5 -1.0 0.027
N -0.210 -7.624 -3.402 0.9 -1.6 -1.6 0.008
C -0.778 -8.933 -3.703 -0.9 0.0 0.8 -0.064
H 0.589 -5.243 -3.296 0.4 0.3 0.3 0.064
H 0.756 -5.709 -1.559 0.1 0.4 0.1 0.085
H -0.617 -4.651 -2.154 0.2 -0.1 0.3 0.073
H 0.751 -7.529 -3.697 -0.2 0.5 0.1 0.138
H -1.863 -8.837 -3.755 0.0 0.1 -0.1 0.083
H -0.607 -9.626 -2.879 0.2 -0.1 0.0 0.083
H -0.437 -9.383 -4.635 0.3 0.4 0.1 0.082
C -0.683 3.001 4.129 -0.5 -0.5 -0.6 0.012
C -1.555 4.049 4.774 1.1 -0.4 2.5 -0.584
O -1.612 4.166 6.002 0.2 -0.3 -0.3 0.009
N -2.219 4.863 3.990 -1.5 2.3 -1.4 0.039
C -3.041 5.979 4.544 -0.3 -0.3 0.3 -0.050
H 0.361 3.278 3.981 0.0 0.4 0.2 0.074
H -1.082 2.756 3.145 0.0 -0.1 -0.1 0.055
H -0.721 2.102 4.744 0.1 0.1 0.1 0.068
H -2.239 4.635 3.007 0.0 0.3 -0.2 0.079
H -4.016 5.619 4.872 0.1 -0.4 0.4 0.078
H -3.339 6.818 3.916 0.7 -0.5 -1.1 0.076
H -2.563 6.494 5.378 0.3 -0.7 0.1 0.084
C -3.049 -4.320 3.774 1.1 -0.1 -0.6 0.004
C -2.547 -4.423 2.319 -1.5 0.5 1.1 -0.570
O -3.402 -4.523 1.466 -0.3 -0.3 -1.2 0.032
N -1.240 -4.357 2.084 0.8 -0.3 -0.2 0.031
C -0.616 -4.686 0.814 -0.4 -0.4 -0.1 -0.072
H -3.420 -5.315 4.020 0.0 0.1 0.2 0.082
H -3.861 -3.596 3.826 0.1 -0.1 -0.1 0.078
H -2.226 -4.043 4.433 -0.1 0.0 0.3 0.066
H -0.605 -4.332 2.869 0.0 0.1 0.0 0.063
H -0.531 -3.829 0.146 0.4 0.3 0.2 0.061
H -1.150 -5.416 0.205 -0.6 -0.1 0.4 0.071
H 0.328 -5.179 1.043 0.3 0.4 -0.1 0.080
C -3.414 -2.331 -1.437 0.1 -0.4 0.3 0.006
C -4.411 -2.930 -2.441 -0.6 2.8 -0.2 -0.511
O -4.822 -2.138 -3.325 0.5 -1.4 0.7 -0.040
N -4.902 -4.169 -2.343 0.5 0.0 -0.7 0.020
C -4.540 -5.195 -1.391 -0.1 0.1 0.8 -0.075
H -3.606 -2.417 -0.368 -0.4 -0.9 0.0 0.075
H -3.350 -1.247 -1.531 0.1 -0.2 -0.8 0.049
H -2.440 -2.788 -1.610 0.2 0.1 0.0 0.061
H -5.575 -4.342 -3.076 0.0 -0.2 0.1 0.140
H -3.551 -5.026 -0.966 -0.1 0.1 -0.1 0.052
H -4.535 -6.202 -1.808 -0.1 0.2 -0.3 0.080
H -5.255 -5.137 -0.570 0.1 -0.3 0.2 0.083
C -3.363 -1.461 -8.679 -0.8 0.3 -0.7 -0.011
C -2.186 -1.492 -7.787 1.3 -0.4 0.3 -0.559
O -1.248 -0.714 -7.991 -0.5 -0.5 0.9 0.019
N -2.185 -2.451 -6.802 0.4 0.5 -0.1 0.022
C -1.119 -2.621 -5.791 -0.6 0.1 -0.6 -0.054
H -3.715 -2.460 -8.933 -0.2 0.1 0.0 0.084
H -3.123 -0.893 -9.578 0.3 -0.3 0.0 0.089
H -4.159 -0.859 -8.239 -0.2 -0.3 0.3 0.080
H -2.936 -3.124 -6.739 0.0 0.4 -0.2 0.129
H -0.149 -2.786 -6.260 -0.1 0.0 0.1 0.081
H -1.420 -3.486 -5.200 0.3 0.0 0.0 0.083
H -1.058 -1.757 -5.129 0.1 0.0 -0.1 0.062
C -4.264 1.464 5.507 -0.2 0.0 0.5 -0.001
C -4.275 0.706 4.177 -1.5 2.4 -1.4 -0.508
O -5.263 0.803 3.412 2.0 -0.9 1.2 -0.002
N -3.066 0.204 3.870 0.3 0.1 -0.1 0.020
C -2.624 -0.469 2.656 -0.3 -1.2 0.4 -0.039
H -3.359 2.011 5.773 0.6 -0.4 -0.4 0.057
H -4.440 0.760 6.320 -0.3 0.1 0.1 0.081
H -4.990 2.276 5.531 -0.5 -0.5 -0.2 0.084
H -2.434 0.228 4.657 0.1 -0.1 -0.3 0.123
H -2.418 -1.492 2.972 0.1 -0.3 -0.4 0.067
H -1.713 -0.097 2.186 -0.1 0.6 0.3 0.065
H -3.395 -0.535 1.889 -0.1 0.3 0.3 0.081
C 3.772 -3.029 -4.547 0.3 0.2 -0.2 0.010
C 2.502 -2.304 -4.301 -2.3 0.4 -0.5 -0.538
O 1.468 -2.951 -4.061 0.6 -0.1 0.4 -0.022
N 2.370 -0.971 -4.501 0.2 -0.2 0.0 0.049
C 3.344 0.044 -4.723 1.2 1.1 0.3 -0.089
H 3.902 -3.789 -3.777 0.3 0.3 0.1 0.084
H 4.599 -2.333 -4.682 0.2 -0.4 0.2 0.073
H 3.619 -3.593 -5.467 0.1 0.1 -0.1 0.095
H 1.451 -0.562 -4.413 -0.5 -0.4 0.0 0.094
H 3.782 0.413 -3.796 0.3 -0.4 0.4 0.067
H 2.888 0.969 -5.077 -0.4 -0.5 -0.5 0.076
H 4.165 -0.218 -5.390 -0.2 -0.2 -0.1 0.087